(1)
Here is a cluster of 18 separate species, H37O18 in total from the OMol25 dataset. Energies are from ωB97M-V/def2-TZVPD.

Values from the calculation:
HOMO-LUMO gap, eV: 10.522
Charge: +1
Energy above the lowest of the compared OMol25 structures with the same formula, charge and spin, kJ/mol: 565.23
E, hartree: -1376.17296

Geometry as XYZ:
```
55
H37O18 ωB97M-V/def2-TZVPD
O -1.67 -2.00 -2.85
H 2.12 -2.19 -3.56
H -1.47 -1.57 -3.68
O 1.71 -0.08 -0.12
H -0.91 1.53 -0.39
O 3.11 1.67 -1.22
H 3.63 2.11 -0.54
H 0.82 -5.58 1.65
O 1.21 2.58 4.51
H 2.16 -0.47 -0.93
H 1.19 3.01 5.37
O -1.84 -1.23 3.65
H -2.60 -0.63 3.57
H -2.10 -2.16 3.68
O -0.12 1.84 -0.91
H -0.10 1.00 -1.45
H 0.83 -0.17 -0.61
O 2.32 -2.43 2.09
H -3.01 1.86 -1.55
H -1.27 2.72 -3.74
O 3.92 -2.55 -0.10
H 3.48 -3.02 0.64
H 4.58 -3.23 -0.38
O -2.97 2.73 4.10
H -2.83 1.97 4.67
H -0.11 -4.36 1.68
O 0.75 -4.64 1.36
H 1.69 -3.11 1.78
H 0.69 1.76 4.45
O -3.79 -2.07 0.79
H -3.38 -1.20 0.76
H -3.17 -2.73 0.47
O -3.27 3.66 -0.65
H -3.31 4.30 -1.36
H -3.72 3.75 0.18
O 2.61 -1.43 -3.90
H -3.86 2.72 3.70
H 2.89 -1.52 -4.81
O 1.17 0.61 -2.89
H 1.76 0.06 -3.44
H 1.60 1.46 -2.74
O 2.18 1.49 2.07
H 2.54 2.43 2.13
H 1.25 1.68 1.86
O -1.25 -2.27 -0.26
H -2.27 -1.66 -2.16
H -1.45 -2.49 -1.19
O -2.90 0.96 -1.22
H 3.77 1.11 -1.67
H -3.81 0.64 -1.27
O -0.93 3.40 -4.34
H 1.97 0.90 -0.25
H -1.14 4.23 -3.88
H 2.42 -2.98 2.93
H -0.55 -2.81 0.11
```

***

(2)
Here is the molecule C5H11N from the OMol25 dataset. Energies are from ωB97M-V/def2-TZVPD.

Values from the calculation:
HOMO-LUMO gap, eV: 10.080
SMILES string: C[C@@H]1C[C@]1(C)N
Charge: 0
Energy above the lowest of the compared OMol25 structures with the same formula, charge and spin, kJ/mol: 209.40
E, hartree: -251.78278

Geometry as XYZ:
```
17
C5H11N ωB97M-V/def2-TZVPD
C -0.11 0.12 -2.02
C -0.05 0.74 -0.70
C 1.22 0.57 0.15
C -0.10 -0.12 0.52
C -0.95 0.44 1.69
N 0.07 -1.54 0.27
H 0.78 -0.66 -2.06
H -1.05 -0.54 -2.14
H 0.02 0.85 -2.88
H -0.37 1.82 -0.32
H 2.02 0.03 -0.25
H 1.55 1.46 0.65
H -2.05 0.23 1.34
H -0.90 -0.32 2.63
H -0.64 1.45 1.98
H -0.76 -2.17 0.40
H 0.87 -1.85 0.90
```

***

(3)
Here is a structure of composition C24H35MoN from the OMol25 dataset. Energies are from ωB97M-V/def2-TZVPD.

Values from the calculation:
⟨S²⟩: 2.048
Spin multiplicity: 3
HOMO-LUMO gap (alpha / beta), eV: 7.552 / 7.200
Charge: +2
Energy above the lowest of the compared OMol25 structures with the same formula, charge and spin, kJ/mol: 276.80
E, hartree: -1057.69891

Geometry as XYZ:
```
61
C24H35MoN ωB97M-V/def2-TZVPD
Mo 10.45 7.76 7.46
C 11.33 10.02 7.87
C 12.30 9.16 7.39
C 12.67 7.94 8.02
C 12.07 7.22 9.10
C 10.86 7.41 9.78
C 10.12 8.61 9.57
H 11.05 10.94 7.38
H 12.76 9.43 6.47
H 13.37 7.28 7.54
H 12.62 6.30 9.27
H 10.37 6.58 10.31
H 9.14 8.69 9.97
C 8.79 6.49 6.62
C 8.05 7.49 7.32
C 8.35 8.76 6.66
C 9.33 8.51 5.65
C 9.58 7.08 5.58
C 10.54 6.27 4.66
C 9.76 5.35 3.74
C 11.42 7.26 3.90
C 11.35 5.41 5.61
C 7.57 10.13 6.71
C 7.54 10.97 8.02
C 8.21 11.10 5.63
C 6.16 9.74 6.22
C 7.11 7.08 8.41
C 6.01 6.28 7.71
C 7.84 6.16 9.44
C 6.48 8.17 9.30
H 8.95 5.47 6.89
H 9.93 9.22 5.07
H 9.19 5.92 2.96
H 9.15 4.68 4.31
H 10.50 4.82 3.16
H 10.83 8.05 3.46
H 11.90 6.74 3.09
H 12.15 7.72 4.55
H 11.72 6.05 6.46
H 12.17 4.95 5.13
H 10.68 4.74 6.14
H 8.13 11.90 7.91
H 7.77 10.39 8.90
H 6.53 11.31 8.13
H 9.27 11.20 5.78
H 7.75 12.05 5.69
H 8.14 10.62 4.62
H 5.62 9.06 6.91
H 6.13 9.26 5.23
H 5.65 10.69 6.11
H 6.45 5.39 7.30
H 5.48 6.75 6.91
H 5.24 5.96 8.39
H 8.60 5.49 9.04
H 7.06 5.56 9.94
H 8.30 6.83 10.23
H 6.08 8.92 8.66
H 7.12 8.65 10.01
H 5.63 7.63 9.79
N 10.40 10.99 9.90
C 10.69 9.95 9.21
```

***

(4)
Here is the molecule C2H5BrO from the OMol25 dataset. Energies are from ωB97M-V/def2-TZVPD.

Values from the calculation:
HOMO-LUMO gap, eV: 11.064
SMILES string: C[C@H](O)Br
Charge: 0
Energy above the lowest of the compared OMol25 structures with the same formula, charge and spin, kJ/mol: 49.47
E, hartree: -2728.42725

Geometry as XYZ:
```
9
C2H5BrO ωB97M-V/def2-TZVPD
C 0.74 0.70 -0.08
C -0.38 -0.30 0.35
O -0.04 -1.50 -0.15
Br -2.17 0.29 -0.06
H 0.91 0.61 -1.22
H 0.34 1.78 0.16
H 1.70 0.55 0.45
H -0.59 -0.49 1.49
H -0.51 -1.63 -0.94
```

***

(5)
Here is a cluster of 2 separate species, C5H14 in total from the OMol25 dataset. Energies are from ωB97M-V/def2-TZVPD.

Values from the calculation:
HOMO-LUMO gap, eV: 11.926
SMILES string: CCC.CC
Charge: 0
Energy above the lowest of the compared OMol25 structures with the same formula, charge and spin, kJ/mol: 207.24
E, hartree: -198.81022

Geometry as XYZ:
```
19
C5H14 ωB97M-V/def2-TZVPD
C -0.28 -1.85 0.30
C 0.08 -2.38 -1.18
C 0.76 -1.25 -1.97
H 0.49 -1.64 0.95
H -1.04 -2.50 0.83
H -0.76 -0.81 0.32
H 0.85 -3.19 -0.85
H -0.64 -2.99 -1.72
H 1.05 -1.61 -3.11
H 0.24 -0.28 -1.84
H 1.83 -1.01 -1.60
C -0.10 2.79 0.70
C -0.52 1.93 1.81
H 0.38 3.80 1.00
H 0.42 2.28 -0.25
H -0.88 3.42 0.19
H 0.47 1.71 2.33
H -1.27 2.55 2.43
H -1.10 1.02 1.67
```

***

(6)
Here is a cluster of 2 separate species, C3H10NP in total from the OMol25 dataset. Energies are from ωB97M-V/def2-TZVPD.

Values from the calculation:
HOMO-LUMO gap, eV: 8.060
Charge: 0
Energy above the lowest of the compared OMol25 structures with the same formula, charge and spin, kJ/mol: 388.21
E, hartree: -516.26204

Geometry as XYZ:
```
15
C3H10NP ωB97M-V/def2-TZVPD
C 0.76 -1.83 1.02
C 0.62 1.10 -1.67
C -1.00 1.13 0.86
N 0.86 -0.96 -0.08
P -0.28 0.04 -0.44
H -0.37 -1.94 1.17
H 1.31 -1.25 1.81
H 1.29 -2.83 0.93
H 0.14 0.75 -2.65
H 0.40 2.09 -1.52
H 1.68 0.90 -1.47
H -0.24 1.37 1.62
H -1.55 1.88 0.33
H -1.67 0.57 1.50
H -1.93 -1.03 -1.40
```

***

(7)
Here is a structure of composition C4H5BrO2 from the OMol25 dataset. Energies are from ωB97M-V/def2-TZVPD.

Values from the calculation:
⟨S²⟩: 2.010
Spin multiplicity: 3
HOMO-LUMO gap (alpha / beta), eV: 7.071 / 6.268
Charge: 0
Energy above the lowest of the compared OMol25 structures with the same formula, charge and spin, kJ/mol: 419.29
E, hartree: -2879.58181

Geometry as XYZ:
```
12
C4H5BrO2 ωB97M-V/def2-TZVPD
C 1.45 -0.72 0.02
C -1.02 1.26 0.56
C -1.53 0.60 -0.66
C 2.12 -0.77 -1.09
O 0.90 -0.72 1.08
O -2.19 1.62 -0.18
Br -2.30 -1.57 0.34
H -1.12 0.99 1.65
H -0.14 1.98 0.41
H 3.23 -0.39 -1.20
H 1.81 -1.05 -2.04
H -1.20 -1.23 1.09
```

***

(8)
Here is a cluster of 2 separate species, C4H13NO3 in total from the OMol25 dataset. Energies are from ωB97M-V/def2-TZVPD.

Values from the calculation:
HOMO-LUMO gap, eV: 9.676
SMILES string: C[C@H](CO)NCO.O
Charge: 0
Energy above the lowest of the compared OMol25 structures with the same formula, charge and spin, kJ/mol: 336.55
E, hartree: -440.58701

Geometry as XYZ:
```
21
C4H13NO3 ωB97M-V/def2-TZVPD
C -1.23 -0.61 1.38
C 0.08 0.31 1.21
C -0.54 1.88 1.17
O -1.64 1.82 2.17
N 0.82 0.31 -0.05
C 1.72 -0.78 -0.22
O 0.96 -1.96 -0.52
H -1.07 -1.54 1.81
H -1.79 -0.15 2.03
H -1.73 -0.80 0.51
H 0.62 0.29 2.11
H -1.00 2.20 0.23
H 0.17 2.61 1.53
H -1.96 2.70 2.42
H 0.21 0.37 -0.81
H 2.36 -0.48 -1.08
H 2.46 -0.96 0.63
H 0.44 -2.34 0.13
O 0.37 -1.26 -4.66
H -0.23 -0.58 -4.61
H 0.99 -1.04 -5.37
```